#a
DFT (ωB97M-V with the def2-TZVPD basis set) results for a single C6H6N2O2 molecule.

XYZ file:
```
16
Properties=species:S:1:pos:R:3:mulliken_charge:R:1
C 0.29 -2.01 -0.79 -0.839
C 0.67 -0.96 -1.60 -0.332
C -0.05 -1.47 0.43 -0.153
C 0.63 0.19 -0.90 -0.456
C -1.08 1.77 1.68 -0.769
C 0.01 0.62 1.52 0.224
N 0.14 -0.18 0.31 0.236
N 0.66 0.19 2.71 0.930
O 0.41 0.87 3.67 -0.617
O 1.53 -0.63 2.61 -0.538
H 0.21 -2.93 -1.25 0.457
H 0.97 -1.14 -2.65 0.355
H -0.22 -1.81 1.44 0.404
H 0.93 1.18 -1.02 0.426
H -1.24 2.22 2.59 0.395
H -1.81 1.92 0.87 0.276
```

Values from the calculation:
HOMO level (alpha / beta) (eV): -8.69 / -8.69
SMILES: C=C(n1cccc1)[N+](=O)[O-]

#b
DFT (ωB97M-V with the def2-TZVPD basis set) results for a single C6H6N2O2 molecule.

XYZ file:
```
16
Properties=species:S:1:pos:R:3:mulliken_charge:R:1
C -1.57 1.99 -0.30 0.108
C -1.08 0.88 -0.38 -0.307
C 0.91 -0.21 -1.04 0.410
C 1.53 0.44 1.35 0.442
C -0.51 -0.29 -0.64 0.277
C -1.41 -1.48 -0.70 -1.142
N 1.75 0.15 -0.05 -0.078
N 0.62 -0.41 1.83 -0.393
O 1.20 -0.38 -2.19 -0.578
O 2.37 1.09 1.95 -0.562
H -1.83 3.03 -0.01 0.415
H -0.98 -2.27 -1.31 0.362
H -2.43 -1.16 -1.18 0.318
H -1.53 -1.66 0.34 0.279
H 2.65 0.44 -0.39 0.233
H 0.30 -0.17 2.72 0.218
```

Values from the calculation:
HOMO level (alpha / beta) (eV): -10.35 / -8.38

Which structure loses on stability? #a does.

#a
DFT (ωB97M-V with the def2-TZVPD basis set) results for a 2-piece molecular cluster, C6H6N2O2 overall.

XYZ file:
```
16
Properties=species:S:1:pos:R:3:mulliken_charge:R:1
C -0.56 -0.08 0.31 0.528
C 0.19 -1.27 0.15 -0.562
C 1.15 -1.58 1.15 -0.156
C 0.77 0.53 2.19 0.322
C -0.90 0.95 -5.63 -0.259
C -1.29 0.06 -4.92 -0.477
H -0.53 1.77 1.24 0.278
H -0.03 -1.94 -0.62 0.444
H 1.54 -2.60 1.41 0.330
H 2.12 -1.00 2.96 0.332
H -0.47 1.70 -6.21 0.375
H -1.62 -0.74 -4.32 0.364
N -0.08 0.82 1.14 -0.110
N 1.56 -0.67 2.08 -0.159
O -1.54 0.21 -0.40 -0.666
O 0.61 1.04 3.33 -0.585
```

Values from the calculation:
HOMO level (eV): -9.28
SMILES: O=c1cc[nH]c(=O)[nH]1.C#C

#b
DFT (ωB97M-V with the def2-TZVPD basis set) results for a single C6H6N2O2 molecule.

XYZ file:
```
16
Properties=species:S:1:pos:R:3:mulliken_charge:R:1
C 0.41 -1.91 -0.82 -0.323
C 0.66 -1.02 -1.80 -0.316
C -0.02 -1.56 0.53 0.271
C -0.90 1.41 2.31 -0.238
C 0.59 0.43 -1.59 -0.195
C -0.04 0.94 -0.31 0.028
N -1.13 0.27 1.76 -0.780
N -0.58 0.03 0.51 0.407
O 0.02 -2.20 1.53 -0.439
O 1.36 0.95 -0.46 -0.459
H 0.55 -3.02 -1.03 0.303
H 0.99 -1.31 -2.89 0.290
H -1.22 1.73 3.35 0.250
H -0.50 2.23 1.70 0.234
H 0.38 1.16 -2.39 0.393
H -0.57 1.88 -0.39 0.574
```

Values from the calculation:
HOMO level (alpha / beta) (eV): -8.93 / -8.93
SMILES: C=NN1C(=O)C=C[C@@H]2O[C@@H]21

Which structure loses on stability? #b does.

#a
DFT (ωB97M-V with the def2-TZVPD basis set) results for a 2-piece molecular cluster, C2H7N3 overall.

XYZ file:
```
12
Properties=species:S:1:pos:R:3:mulliken_charge:R:1
C 1.93 0.04 -5.09 -0.221
N 2.33 -0.91 -4.35 -0.453
H 1.53 -0.18 -6.09 0.190
H 2.35 1.04 -5.05 0.222
H 2.19 -1.79 -4.84 0.261
N -2.28 -0.37 3.44 -0.454
C -0.99 0.10 3.25 0.066
N -0.63 1.21 2.76 -0.551
H -3.00 0.29 3.19 0.210
H -2.44 -0.94 4.25 0.218
H -0.19 -0.57 3.57 0.323
H -1.45 1.73 2.44 0.187
```

Values from the calculation:
HOMO level (eV): -9.43
SMILES: [H]/N=C\N.C=N

#b
DFT (ωB97M-V with the def2-TZVPD basis set) results for a single C2H7N3 molecule.

XYZ file:
```
12
Properties=species:S:1:pos:R:3:mulliken_charge:R:1
C -0.56 -1.46 0.50 -0.996
N 0.51 -0.52 0.05 -0.295
C 0.10 0.82 -0.13 0.513
N 1.06 1.52 -0.91 -0.507
N -0.94 1.42 0.22 -0.703
H -0.14 -2.41 0.74 0.317
H -1.18 -1.43 -0.33 0.368
H -1.04 -1.19 1.42 0.331
H 1.37 -0.64 0.48 0.238
H 1.69 0.83 -1.30 0.237
H 0.68 2.21 -1.50 0.243
H -1.54 0.85 0.76 0.256
```

Values from the calculation:
HOMO level (eV): -9.22
SMILES: [H]/N=C(/N)NC

Which structure loses on stability? #a does.

#a
DFT (ωB97M-V with the def2-TZVPD basis set) results for a single C2H7N3 molecule.

XYZ file:
```
12
Properties=species:S:1:pos:R:3:mulliken_charge:R:1
C -2.28 -0.24 0.14 -0.618
N -1.03 0.02 -0.51 -0.266
N 2.22 -0.47 0.17 -0.597
C 1.20 0.40 -0.38 -0.255
N -0.05 0.10 0.26 -0.156
H 1.38 1.47 -0.16 0.221
H 2.11 -0.52 1.18 0.228
H 3.14 -0.10 -0.03 0.226
H 1.16 0.27 -1.47 0.386
H -2.19 -0.35 1.22 0.366
H -2.96 0.57 -0.11 0.230
H -2.68 -1.16 -0.30 0.233
```

Values from the calculation:
HOMO level (eV): -9.15
SMILES: C/N=N/CN

#b
DFT (ωB97M-V with the def2-TZVPD basis set) results for a single C2H7N3 molecule.

XYZ file:
```
12
Properties=species:S:1:pos:R:3:mulliken_charge:R:1
C -0.05 1.35 -0.44 -0.707
C 0.87 -1.05 -0.43 0.046
H 0.15 1.91 0.58 0.235
H 0.75 1.96 -1.12 0.253
H -1.08 1.58 -0.73 0.305
H -1.99 0.05 0.40 0.312
H -0.50 -0.04 1.46 0.261
H 1.57 -0.76 -1.17 0.349
H 0.40 -2.27 0.98 0.297
N -0.21 -0.07 -0.38 0.016
N -0.98 -0.52 0.64 -0.755
N 1.05 -2.14 0.21 -0.611
```

Values from the calculation:
HOMO level (eV): -9.11
SMILES: [H]/N=C\N(C)N

#c
DFT (ωB97M-V with the def2-TZVPD basis set) results for a single C2H7N3 molecule.

XYZ file:
```
12
Properties=species:S:1:pos:R:3:mulliken_charge:R:1
C 1.57 -0.59 0.10 -0.659
C -0.06 1.24 -0.04 0.099
H 0.87 -1.29 -0.38 0.225
H 1.62 -0.75 1.17 0.261
H 2.58 -0.67 -0.36 0.237
H -0.22 2.34 -0.15 0.251
H -1.98 1.28 0.24 0.268
H -1.19 -0.91 -1.02 0.271
H -1.42 -1.36 0.56 0.270
N 1.15 0.82 -0.18 -0.496
N -1.25 0.59 0.22 -0.078
N -1.66 -0.70 -0.16 -0.650
```

Values from the calculation:
HOMO level (eV): -8.91
SMILES: C/N=C\NN

Which structure loses on stability? #b does.

#a
DFT (ωB97M-V with the def2-TZVPD basis set) results for a single CH2N4S molecule.

XYZ file:
```
8
Properties=species:S:1:pos:R:3:mulliken_charge:R:1
C -0.01 0.60 -0.84 0.258
H 0.44 -1.09 1.68 0.255
H -0.07 -1.49 -0.78 0.291
N -0.21 1.45 0.28 -0.155
N -0.20 0.76 1.33 -0.225
N -0.10 -0.55 1.05 0.032
N 0.19 -0.65 -0.29 -0.109
S -0.04 0.98 -2.42 -0.346
```

Values from the calculation:
HOMO level (eV): -8.84
SMILES: S=c1nn[nH][nH]1

#b
DFT (ωB97M-V with the def2-TZVPD basis set) results for a single CH2N4S molecule.

XYZ file:
```
8
Properties=species:S:1:pos:R:3:mulliken_charge:R:1
C 0.25 0.10 0.19 0.607
H 1.55 0.88 2.04 0.192
H -0.37 -1.88 -0.09 0.339
N 0.11 1.21 -0.48 -0.355
N -0.79 1.00 -1.53 -0.127
N -1.27 -0.17 -1.35 -0.266
N -0.67 -0.75 -0.29 -0.051
S 1.19 -0.39 1.50 -0.339
```

Values from the calculation:
HOMO level (eV): -9.92
SMILES: Sc1nnn[nH]1

#c
DFT (ωB97M-V with the def2-TZVPD basis set) results for a single CH2N4S molecule.

XYZ file:
```
8
Properties=species:S:1:pos:R:3:mulliken_charge:R:1
C -0.93 -0.18 0.32 0.247
H 2.01 0.24 -0.25 0.266
H 0.02 -1.28 -1.15 0.301
N -0.56 1.01 0.95 -0.177
N 0.64 1.30 0.61 -0.190
N 1.05 0.48 -0.37 0.023
N 0.19 -0.62 -0.39 -0.136
S -2.42 -0.95 0.29 -0.333
```

Values from the calculation:
HOMO level (eV): -8.82
SMILES: S=c1nn[nH][nH]1

Which structure loses on stability? #b does.

#a
DFT (ωB97M-V with the def2-TZVPD basis set) results for a single C5H11O molecule.

XYZ file:
```
17
Properties=species:S:1:pos:R:3:lowdin_spin:R:1
C -0.28 1.75 0.14 0.110
O 0.40 2.71 0.81 0.794
C -0.68 0.48 0.94 -0.001
C 0.24 -0.73 0.54 0.003
C 0.22 -1.11 -0.96 0.002
C 0.09 -2.62 -1.18 0.000
H 0.20 1.35 -0.76 0.034
H -1.16 2.24 -0.32 0.055
H -0.34 0.55 1.98 -0.001
H -1.73 0.20 0.95 0.000
H 1.22 -0.51 0.95 0.000
H -0.15 -1.65 1.00 0.000
H -0.61 -0.61 -1.46 0.000
H 1.16 -0.84 -1.46 0.001
H -0.79 -2.97 -0.62 0.000
H -0.03 -2.91 -2.22 0.000
H 0.96 -3.17 -0.81 0.000
```

Values from the calculation:
HOMO level (alpha / beta) (eV): -10.46 / -9.95
2S+1: 2

#b
DFT (ωB97M-V with the def2-TZVPD basis set) results for a 2-piece molecular cluster, C5H11O overall.

XYZ file:
```
17
Properties=species:S:1:pos:R:3:lowdin_spin:R:1
C 1.49 1.52 0.40 0.001
C 1.10 0.10 0.17 0.008
C -0.13 -0.40 0.27 0.007
C -0.39 -1.86 0.01 0.001
C -1.27 0.50 0.59 0.001
H 2.58 1.54 0.24 0.000
H 1.02 2.20 -0.31 0.000
H 1.28 1.85 1.42 0.000
H 1.92 -0.54 -0.12 0.000
H -1.47 -2.06 0.07 0.000
H -0.07 -2.17 -1.00 0.000
H 0.09 -2.54 0.74 0.001
H -2.22 -0.07 0.55 0.000
H -1.18 0.95 1.59 0.000
H -1.34 1.32 -0.15 0.000
O 0.02 -0.85 3.39 0.966
H -0.78 -1.29 3.82 0.014
```

Values from the calculation:
HOMO level (alpha / beta) (eV): -8.56 / -8.54
2S+1: 2

Which structure loses on stability? #b does.